A structure of composition C57H71N9O3PSbW. Source: OMol25; level of theory: wB97M-V/def2-TZVPD.

```
143
Properties=species:S:1:pos:R:3:forces:R:3:lowdin_charge:R:1
W -0.047 -1.049 -0.511 0.3 -1.6 1.9 1.708
C -1.907 2.321 -4.109 0.1 0.0 -0.1 -0.034
C -2.293 0.908 -4.451 0.0 0.0 -0.2 -0.318
C -3.019 0.613 -5.614 0.0 0.1 0.1 -0.001
C -3.383 -0.690 -5.869 0.0 -0.1 0.0 -0.037
C -3.009 -1.684 -4.964 0.0 0.1 -0.1 -0.136
C -2.271 -1.309 -3.849 -0.3 0.1 0.0 -0.419
N -1.935 -0.050 -3.598 0.1 -0.2 -0.2 0.084
Sb -1.795 -3.194 -2.822 0.1 -0.1 -0.7 1.700
C -1.998 -1.921 -0.733 -0.2 0.7 0.5 -0.525
C -3.093 -2.757 -0.559 -0.2 -0.4 -0.3 -0.179
C -4.382 -2.212 -0.766 0.0 -0.3 0.1 -0.034
C -4.513 -0.895 -1.108 -0.1 0.2 -0.1 0.007
C -3.366 -0.074 -1.192 -0.4 0.2 0.1 -0.316
C -3.456 1.380 -1.492 -0.1 0.0 0.0 0.003
N -2.197 -0.622 -0.987 0.9 0.3 0.2 -0.041
C -0.308 -4.058 -1.491 -0.1 -0.1 -0.2 -0.475
C -0.084 -5.361 -1.881 0.1 -0.2 0.0 -0.123
C 0.595 -6.213 -1.015 -0.1 -0.1 -0.2 -0.021
C 1.005 -5.707 0.191 0.1 0.1 0.2 -0.007
C 0.797 -4.358 0.504 0.1 -0.2 0.0 -0.290
C 1.353 -3.868 1.807 -0.1 0.0 0.0 -0.021
N 0.143 -3.545 -0.341 -0.2 0.3 0.4 -0.015
H -1.305 2.769 -4.905 0.0 -0.1 0.0 0.092
H -2.795 2.948 -3.995 0.1 0.0 0.0 0.089
H -1.345 2.342 -3.177 0.0 0.0 -0.1 0.064
H -3.302 1.412 -6.289 0.0 0.0 0.0 0.126
H -3.959 -0.942 -6.752 0.0 0.0 0.0 0.120
H -3.295 -2.716 -5.145 0.0 0.1 0.0 0.078
H -2.960 -3.798 -0.280 0.0 0.0 0.1 0.110
H -5.258 -2.840 -0.647 0.0 0.0 0.0 0.128
H -5.490 -0.456 -1.280 0.1 0.0 0.0 0.134
H -4.240 1.853 -0.897 0.1 0.0 0.0 0.101
H -3.720 1.517 -2.546 -0.1 0.0 0.3 0.085
H -2.499 1.861 -1.305 -0.1 0.0 0.0 0.068
H -0.452 -5.730 -2.834 0.0 0.0 0.1 0.092
H 0.778 -7.248 -1.280 0.0 0.0 0.0 0.126
H 1.521 -6.330 0.910 0.0 0.0 0.0 0.129
H 2.209 -4.476 2.092 0.0 0.0 0.0 0.100
H 0.600 -3.982 2.591 0.0 0.0 0.0 0.073
H 1.679 -2.832 1.748 0.0 0.0 0.0 0.057
C 1.885 -1.777 -5.660 0.1 0.1 -0.1 0.014
C 0.963 -1.723 -4.481 0.5 0.9 0.2 -0.242
N 0.135 -2.663 -4.277 -0.2 -0.6 0.2 -0.084
O 0.170 -3.734 -5.130 -0.2 -0.3 0.0 -0.016
C 1.014 -0.519 -3.574 0.6 -0.1 -2.2 -0.293
C 1.588 0.754 -4.099 -0.1 0.2 -0.4 0.006
N 0.598 -0.571 -2.401 -0.9 -0.4 1.4 -0.157
O 0.534 0.511 -1.614 -0.1 0.7 -0.2 -0.276
H 2.555 -2.641 -5.593 0.0 0.0 0.0 0.112
H 2.516 -0.899 -5.734 0.0 0.0 0.0 0.087
H 1.308 -1.855 -6.587 0.0 0.0 0.0 0.116
H 0.921 -3.659 -5.740 0.0 0.0 0.0 0.087
H 1.080 1.056 -5.019 0.0 0.0 0.0 0.104
H 2.649 0.631 -4.321 0.0 0.0 0.0 0.091
H 1.480 1.542 -3.361 0.0 0.0 0.0 0.084
C -3.350 -0.873 4.253 0.1 0.1 0.0 -0.026
N -2.659 -0.838 2.966 0.0 -0.1 0.0 -0.097
C -3.158 0.149 2.027 0.0 0.0 0.0 -0.034
C -1.614 -1.643 2.690 -0.3 0.3 0.4 -0.387
N -0.804 -1.504 1.674 0.2 0.2 -0.6 0.057
N -1.361 -2.693 3.592 0.1 0.0 0.0 -0.195
C -2.430 -3.589 4.006 0.0 0.0 0.0 -0.064
C -0.258 -2.543 4.532 0.0 0.0 0.0 -0.052
H -3.647 0.145 4.499 0.0 0.0 0.0 0.091
H -2.690 -1.229 5.040 0.0 0.0 0.0 0.081
H -4.247 -1.496 4.227 0.0 0.0 0.0 0.098
H -3.362 1.073 2.564 0.0 0.0 0.0 0.091
H -4.086 -0.194 1.568 -0.1 0.0 -0.1 0.095
H -2.401 0.363 1.284 0.0 0.0 -0.1 0.041
H -0.165 -2.272 1.774 0.1 -0.3 0.0 0.005
H -3.251 -3.548 3.290 0.0 0.0 0.0 0.095
H -2.826 -3.368 5.002 0.0 0.0 0.0 0.086
H -2.049 -4.612 4.021 0.0 0.0 0.0 0.094
H 0.566 -2.000 4.068 0.0 0.0 0.0 0.070
H 0.109 -3.531 4.822 0.0 0.0 0.0 0.096
H -0.556 -2.016 5.449 0.0 0.0 0.0 0.092
C 5.893 1.405 1.585 0.0 0.0 0.0 -0.036
C 4.499 0.885 1.817 0.0 0.1 -0.1 -0.260
C 3.862 1.077 3.027 0.0 0.1 0.1 -0.013
C 2.589 0.560 3.223 0.0 0.0 0.1 -0.251
C 1.924 0.788 4.557 -0.1 0.0 0.0 -0.037
C 1.968 -0.159 2.206 0.2 0.0 -0.1 -0.029
C 2.589 -0.413 0.971 0.1 -0.1 -0.1 -0.259
C 3.858 0.164 0.815 -0.1 0.1 0.0 -0.040
N 1.993 -1.290 -0.018 -0.3 0.3 0.0 -0.123
C 3.030 -1.917 -0.928 0.1 0.1 0.0 -0.529
C 3.597 -0.881 -1.957 0.1 0.0 0.1 -0.038
C 2.509 -3.069 -1.792 0.2 -0.1 -0.1 -0.065
C 4.149 -2.594 -0.103 0.1 0.0 0.0 -0.023
H 6.150 2.185 2.302 0.0 0.0 0.0 0.081
H 6.002 1.817 0.579 0.0 0.0 0.0 0.075
H 6.631 0.606 1.689 0.0 0.0 0.0 0.087
H 4.357 1.623 3.827 0.0 -0.1 -0.1 0.127
H 2.647 0.682 5.369 0.0 0.0 0.0 0.089
H 1.106 0.086 4.742 0.0 0.1 0.0 0.055
H 1.514 1.799 4.621 0.0 0.0 0.0 0.075
H 0.983 -0.531 2.389 -0.3 -0.1 0.0 0.050
H 4.427 0.035 -0.086 0.0 0.0 -0.1 0.087
H 3.188 0.118 -1.804 0.0 0.0 0.0 0.072
H 3.360 -1.188 -2.981 0.1 0.0 0.1 0.061
H 4.685 -0.810 -1.909 0.0 0.0 0.0 0.094
H 3.286 -3.294 -2.528 0.0 0.0 0.0 0.106
H 1.607 -2.824 -2.329 -0.1 0.1 -0.1 0.026
H 2.346 -3.986 -1.232 0.1 0.1 -0.1 0.064
H 4.573 -1.984 0.687 0.0 0.0 -0.1 0.076
H 4.961 -2.887 -0.774 -0.1 0.0 0.0 0.099
H 3.763 -3.508 0.355 0.0 0.1 0.0 0.075
O -0.549 1.337 0.764 0.0 0.1 -0.2 -0.388
P -0.377 2.792 1.081 0.1 0.1 0.1 0.815
C -1.043 3.175 2.709 0.0 0.0 0.1 -0.283
C -1.477 4.445 3.095 0.0 0.0 0.0 -0.078
C -1.914 4.666 4.393 0.0 0.0 0.0 -0.055
C -1.914 3.625 5.314 0.0 0.0 0.0 -0.057
C -1.480 2.361 4.937 0.0 0.0 0.0 -0.074
C -1.049 2.138 3.637 0.0 0.0 0.1 -0.105
C -1.254 3.909 -0.042 -0.1 0.1 0.0 -0.268
C -2.630 4.086 0.129 0.0 0.0 0.0 -0.118
C -3.347 4.929 -0.704 0.0 0.0 0.0 -0.068
C -2.694 5.610 -1.725 0.0 0.0 0.0 -0.065
C -1.327 5.451 -1.901 0.0 0.0 0.0 -0.066
C -0.607 4.612 -1.059 -0.1 0.0 0.0 -0.057
C 1.324 3.367 1.053 0.1 0.1 0.0 -0.266
C 2.127 3.006 -0.030 0.0 0.0 0.0 -0.096
C 3.375 3.586 -0.195 0.1 -0.1 0.0 -0.073
C 3.844 4.508 0.732 0.0 0.0 0.0 -0.064
C 3.066 4.843 1.831 0.0 0.0 0.0 -0.056
C 1.805 4.283 1.989 0.0 0.0 0.0 -0.053
H -1.470 5.265 2.386 0.0 0.0 0.0 0.118
H -2.251 5.652 4.688 0.0 -0.1 0.0 0.114
H -2.250 3.803 6.329 0.0 0.0 -0.1 0.114
H -1.464 1.554 5.661 0.0 0.0 0.0 0.109
H -0.715 1.155 3.325 0.0 0.0 0.0 0.090
H -3.144 3.571 0.935 0.0 0.0 0.0 0.111
H -4.411 5.069 -0.549 0.1 0.0 0.0 0.113
H -3.249 6.281 -2.370 0.0 0.0 0.0 0.113
H -0.812 5.999 -2.680 0.0 0.0 0.0 0.112
H 0.464 4.523 -1.187 0.0 0.0 0.0 0.100
H 1.768 2.275 -0.747 0.0 0.0 0.0 0.086
H 3.990 3.310 -1.045 0.0 0.0 0.1 0.111
H 4.822 4.958 0.602 -0.1 0.0 0.0 0.114
H 3.435 5.551 2.563 0.0 0.0 0.0 0.112
H 1.199 4.569 2.841 0.0 0.0 0.0 0.104
```
Positions in Å, forces in eV/Å.

Results
E = -3581.25066 Eh
2S+1 = 3
ΔE to the lowest compared entry with this formula, charge and spin = 0.000 eV
Net charge = +2